No. 1
This record from the OMol25 dataset describes 2 unconnected molecules or ions with the total composition CHCl2FS at a distorted geometry. The level of theory is ωB97M-V/def2-TZVPD.

CARTESIAN COORDINATES (ANGSTROEM)
S  1.67  -1.08  0.47
C  0.57  -0.88  -0.68
Cl  0.34  0.71  -1.39
Cl  -0.42  -1.99  -1.33
F  -1.51  1.52  1.31
H  -0.65  1.72  1.62

## Properties
Frontier orbital gap   8.652 eV
Spin multiplicity   1
Structure (SMILES)   S=C(Cl)Cl.F

***

No. 2
This record from the OMol25 dataset describes a molecular structure, C33H38Cl2GaN11OS at a distorted geometry. The level of theory is ωB97M-V/def2-TZVPD.

CARTESIAN COORDINATES (ANGSTROEM)
Ga  -0.12  -1.66  0.91
C  2.47  -0.02  1.83
N  1.17  -0.52  2.29
C  0.42  0.57  2.95
C  1.36  -1.61  3.28
C  0.04  -2.26  3.60
C  -0.27  -2.67  4.89
C  -1.46  -3.36  5.12
C  -2.32  -3.63  4.07
C  -2.03  -3.20  2.79
C  -0.85  -2.52  2.57
H  3.03  0.42  2.65
H  2.33  0.74  1.06
H  3.06  -0.84  1.41
H  0.88  0.81  3.92
H  -0.61  0.27  3.11
H  0.43  1.47  2.33
H  1.85  -1.23  4.18
H  2.01  -2.37  2.83
H  0.41  -2.46  5.70
H  -1.70  -3.68  6.13
H  -3.24  -4.17  4.26
H  -2.73  -3.39  1.98
C  1.79  -3.09  -4.05
N  1.71  -2.83  -2.62
C  0.77  -2.18  -1.94
N  1.14  -2.10  -0.66
C  2.35  -2.73  -0.63
N  2.72  -3.17  -1.80
C  2.72  -2.09  -4.72
C  3.81  -2.50  -5.47
C  4.63  -1.55  -6.08
C  4.38  -0.20  -5.92
C  3.29  0.21  -5.15
C  2.46  -0.74  -4.56
C  3.02  1.61  -4.91
N  3.63  2.66  -5.36
N  3.03  3.74  -4.80
C  2.09  3.31  -4.03
O  2.02  1.95  -4.05
C  1.18  4.06  -3.18
C  1.30  5.44  -3.08
C  0.44  6.12  -2.23
C  -0.52  5.44  -1.50
C  -0.65  4.06  -1.61
C  -1.76  3.37  -0.85
N  -1.58  1.93  -0.69
C  -0.55  1.27  -0.19
N  -0.83  -0.04  -0.19
C  -2.10  -0.09  -0.72
N  -2.56  1.08  -1.04
C  0.20  3.37  -2.46
H  0.79  -3.01  -4.47
H  2.16  -4.10  -4.18
H  -0.15  -1.80  -2.36
H  2.95  -2.87  0.26
H  4.02  -3.55  -5.60
H  5.47  -1.87  -6.67
H  5.00  0.55  -6.38
H  1.61  -0.41  -3.98
H  2.05  5.95  -3.67
H  0.52  7.20  -2.14
H  -1.17  5.99  -0.83
H  -2.70  3.50  -1.37
H  -1.85  3.82  0.14
H  0.37  1.72  0.13
H  -2.65  -1.01  -0.87
H  0.12  2.30  -2.58
Cl  3.19  -5.47  1.58
C  1.54  -6.04  1.33
Cl  0.46  -4.69  0.88
H  1.17  -6.44  2.27
H  1.53  -6.77  0.54
C  -5.93  2.59  2.50
N  -4.88  1.65  2.12
C  -4.03  0.97  2.90
S  -3.05  -0.22  2.16
N  -3.87  1.18  4.21
C  -4.44  2.18  5.10
H  -6.67  2.61  1.70
H  -5.54  3.59  2.64
H  -6.44  2.27  3.41
H  -4.86  1.36  1.16
H  -3.31  0.47  4.65
H  -4.57  3.13  4.60
H  -3.75  2.32  5.93
H  -5.40  1.86  5.52

## Properties
Net charge   +2
Frontier orbital gap   7.602 eV
Spin multiplicity   1

***

No. 3
This record from the OMol25 dataset describes 2 unconnected molecules or ions with the total composition C2H3Br2NO2 at a distorted geometry. The level of theory is ωB97M-V/def2-TZVPD.

CARTESIAN COORDINATES (ANGSTROEM)
C  0.05  1.27  -0.02
C  0.62  0.12  0.14
Br  1.61  -0.75  -1.18
N  0.72  -0.73  1.35
O  1.18  -1.82  1.14
O  0.45  -0.37  2.49
H  -0.27  1.88  0.84
H  -0.12  1.76  -0.92
Br  -2.74  -0.92  -1.60
H  -1.51  -0.44  -2.23

## Properties
Frontier orbital gap   9.475 eV
Spin multiplicity   1
Structure (SMILES)   C=C(Br)[N+](=O)[O-].Br

***

No. 4
This record from the OMol25 dataset describes a molecular structure, C32H49IOPSiV. The level of theory is ωB97M-V/def2-TZVPD.

CARTESIAN COORDINATES (ANGSTROEM)
V  0.39  -0.30  -0.33
C  1.14  -1.94  1.15
C  0.09  -2.50  0.40
C  0.50  -2.56  -0.97
C  1.82  -2.03  -1.04
C  2.22  -1.64  0.27
C  3.57  -1.12  0.63
C  2.69  -2.03  -2.25
C  -0.27  -3.11  -2.13
C  -1.15  -3.10  0.99
C  1.15  -1.75  2.64
H  3.58  -0.67  1.62
H  3.92  -0.37  -0.08
H  4.31  -1.93  0.64
H  2.11  -1.93  -3.17
H  3.26  -2.97  -2.31
H  3.40  -1.21  -2.23
H  -0.22  -2.44  -2.99
H  -1.32  -3.26  -1.88
H  0.13  -4.08  -2.46
H  -1.91  -3.29  0.23
H  -1.60  -2.45  1.74
H  -0.93  -4.05  1.47
H  1.68  -0.84  2.93
H  1.64  -2.59  3.14
H  0.14  -1.68  3.04
I  1.17  1.21  -2.67
C  2.79  4.57  2.16
C  2.51  3.11  1.80
C  3.18  2.79  0.46
C  3.10  2.20  2.88
Si  0.65  2.69  1.68
O  0.41  1.28  0.99
C  0.00  2.68  3.46
C  -0.04  3.81  4.29
C  -0.46  3.72  5.61
C  -0.85  2.50  6.14
C  -0.81  1.37  5.34
C  -0.39  1.47  4.02
C  -0.25  4.08  0.74
C  -1.28  4.85  1.30
C  -1.98  5.78  0.55
C  -1.67  5.96  -0.79
C  -0.66  5.21  -1.37
C  0.04  4.29  -0.61
H  3.88  4.74  2.20
H  2.39  4.84  3.14
H  2.37  5.25  1.42
H  4.27  2.91  0.55
H  2.84  3.45  -0.34
H  2.97  1.77  0.14
H  4.20  2.27  2.88
H  2.83  1.16  2.70
H  2.75  2.47  3.88
H  0.25  4.78  3.90
H  -0.49  4.61  6.23
H  -1.18  2.43  7.17
H  -1.11  0.41  5.74
H  -0.36  0.58  3.39
H  -1.55  4.70  2.34
H  -2.78  6.35  1.00
H  -2.23  6.68  -1.39
H  -0.42  5.33  -2.42
H  0.79  3.67  -1.10
C  -2.86  1.64  1.31
C  -2.73  1.77  -0.20
P  -2.12  0.21  -0.94
C  -2.46  0.36  -2.76
C  -3.12  1.64  -3.25
C  -3.45  -0.97  -0.45
C  -4.88  -0.54  -0.76
H  -3.02  2.62  1.77
H  -1.94  1.23  1.73
H  -3.69  0.99  1.59
H  -1.99  2.53  -0.45
H  -3.68  2.07  -0.65
H  -3.06  -0.52  -3.04
H  -1.49  0.25  -3.25
H  -4.13  1.78  -2.84
H  -3.20  1.63  -4.34
H  -2.53  2.51  -2.97
H  -3.33  -1.18  0.61
H  -3.22  -1.91  -0.97
H  -5.15  0.36  -0.21
H  -5.59  -1.32  -0.48
H  -5.02  -0.33  -1.82

## Properties
Net charge   -1
Frontier orbital gap (alpha / beta)   6.215 / 7.474 eV
Spin multiplicity   4
Expectation value of S²   3.766

***

Molar mass in g mol⁻¹, matching the order above: 135.0; 777.4; 232.9; 686.7
ΔE to the lowest compared entry with this formula, charge and spin in eV, matching the order above: 0.2194; 1.4973; 1.7187; 0.0000
Energy in eV, matching the order above: -39650.00195; -141520.08940; -147788.23687; -86989.37718